Entry 1:
# C35H68Cl2O13S4

4 unconnected molecules or ions with the total composition C35H68Cl2O13S4 at a distorted geometry (ωB97M-V with the def2-TZVPD basis set, the OMol25 dataset).

Computed properties:
- E_HOMO: -9.59 eV
- SMILES: CCCCCCC[C@@H]1C[C@H](COCCOCCOCC)OS(=O)(=O)[C@@]1(OCC)[C@@H](Cl)[C@@H](C)Cl.O=S1(=O)CCCC1.O=S1(=O)CCCC1.O=S1(=O)CCCC1
- Energy relative to the best compared isomer or geometry (same formula, charge and spin): 0.619 eV

CARTESIAN COORDINATES (ANGSTROEM)
C (2.8903, 2.3850, -2.9900)
C (1.4099, 2.1120, -2.6757)
C (0.6412, 1.6070, -3.8746)
C (-0.8770, 1.5102, -3.6844)
C (-1.3671, 0.8868, -2.3660)
C (-1.8121, -0.5636, -2.4700)
C (-0.6422, -1.4077, -2.9537)
C (-0.8695, -2.9384, -2.9904)
C (-2.0450, -3.4237, -2.1475)
C (-1.7849, -3.4439, -0.6498)
C (-2.9916, -3.1310, 0.2123)
O (-3.8223, -2.1051, -0.2899)
C (-5.0504, -2.5853, -0.7725)
C (-5.8932, -1.4007, -1.3008)
O (-5.5072, -0.2225, -0.6298)
C (-6.0946, 0.9271, -1.2040)
C (-5.2924, 1.4431, -2.4036)
O (-6.0522, 2.3709, -3.1543)
C (-6.7330, 1.7864, -4.2544)
C (-7.1453, 2.8960, -5.1982)
O (-0.6649, -2.6089, -0.2694)
S (0.7177, -3.2189, -0.8003)
O (0.9459, -4.4114, -0.0414)
O (1.7238, -2.2358, -0.6926)
C (0.4751, -3.6343, -2.6246)
O (1.5056, -2.9832, -3.2755)
C (1.8906, -3.3946, -4.5768)
C (1.0829, -2.8120, -5.7254)
C (0.3661, -5.1703, -2.7035)
Cl (-0.4867, -5.7107, -4.2123)
C (1.6462, -6.0425, -2.4809)
C (2.0184, -7.0229, -3.5878)
Cl (3.1287, -5.1332, -2.0711)
H (3.0591, 3.4474, -3.1223)
H (3.4775, 2.0352, -2.1554)
H (3.1694, 1.8275, -3.8772)
H (1.3918, 1.3134, -1.9368)
H (0.9187, 2.9576, -2.2026)
H (1.0267, 0.6515, -4.2262)
H (0.8060, 2.3089, -4.6931)
H (-1.3289, 0.9780, -4.5194)
H (-1.2865, 2.5160, -3.7243)
H (-2.2072, 1.4845, -2.0281)
H (-0.6313, 0.9239, -1.5676)
H (-2.6534, -0.6572, -3.1567)
H (-2.1429, -0.8681, -1.4843)
H (-0.4326, -1.0951, -3.9683)
H (0.2312, -1.1293, -2.3699)
H (-1.1450, -3.1740, -4.0062)
H (-2.9511, -2.9081, -2.4158)
H (-2.2223, -4.4594, -2.4318)
H (-1.5018, -4.4592, -0.3773)
H (-2.6644, -2.8970, 1.2206)
H (-3.5495, -4.0625, 0.2976)
H (-4.9099, -3.2743, -1.6071)
H (-5.6270, -3.0759, 0.0134)
H (-6.9500, -1.5856, -1.1068)
H (-5.7061, -1.2965, -2.3713)
H (-6.0535, 1.7013, -0.4498)
H (-7.1300, 0.7605, -1.5123)
H (-4.4543, 2.0025, -2.0054)
H (-4.9306, 0.6267, -3.0234)
H (-7.5966, 1.2217, -3.8984)
H (-6.0700, 1.1055, -4.7937)
H (-6.3030, 3.5574, -5.3402)
H (-7.4111, 2.4533, -6.1510)
H (-7.9816, 3.4382, -4.7746)
H (2.8947, -3.0112, -4.7080)
H (1.9705, -4.4672, -4.7109)
H (0.1427, -3.3234, -5.8898)
H (1.6835, -2.9913, -6.6138)
H (0.9861, -1.7370, -5.6357)
H (-0.3331, -5.4541, -1.9384)
H (1.4418, -6.6717, -1.6290)
H (2.9644, -7.4496, -3.2762)
H (1.3195, -7.8464, -3.6459)
H (2.1999, -6.5427, -4.5393)
O (4.5760, 0.8029, -0.2884)
S (3.7148, 1.6020, 0.5456)
O (3.3394, 2.9452, 0.1706)
C (2.2415, 0.6539, 0.9132)
C (2.5982, -0.1114, 2.1816)
C (3.3367, 0.8903, 3.0819)
C (4.3724, 1.6138, 2.2167)
H (2.0006, 0.0104, 0.0681)
H (1.4311, 1.3621, 1.0914)
H (1.7086, -0.5148, 2.6645)
H (3.2572, -0.9475, 1.9388)
H (2.6215, 1.6141, 3.4805)
H (3.8111, 0.4030, 3.9271)
H (4.5240, 2.6433, 2.5283)
H (5.3249, 1.0889, 2.2068)
O (5.3390, 1.7499, 5.1534)
S (5.7142, 1.7226, 6.5494)
O (7.0944, 1.6973, 6.9574)
C (4.8644, 3.0566, 7.3769)
C (3.5305, 2.4457, 7.7919)
C (3.8581, 1.0510, 8.3420)
C (4.8187, 0.3851, 7.3471)
H (4.7621, 3.8988, 6.6957)
H (5.4621, 3.3463, 8.2405)
H (3.0218, 3.0623, 8.5285)
H (2.8796, 2.3571, 6.9250)
H (4.3397, 1.1463, 9.3173)
H (2.9604, 0.4501, 8.4786)
H (5.5325, -0.2760, 7.8317)
H (4.2787, -0.1578, 6.5732)
O (0.7242, 3.3867, 7.0511)
S (0.7566, 4.5506, 6.1982)
O (1.2529, 5.8162, 6.6738)
C (1.5995, 4.1216, 4.6777)
C (0.4928, 3.5951, 3.7698)
C (-0.6941, 4.5499, 3.9610)
C (-0.8707, 4.7704, 5.4705)
H (2.3784, 3.3902, 4.8867)
H (2.0403, 5.0342, 4.2777)
H (0.8175, 3.5540, 2.7304)
H (0.2087, 2.5848, 4.0754)
H (-0.4760, 5.5015, 3.4731)
H (-1.6053, 4.1552, 3.5147)
H (-1.2266, 5.7707, 5.7024)
H (-1.5331, 4.0291, 5.9132)

Atoms 1-2, force components in eV/Å:
C -0.8 0.0 0.3
C 0.5 -0.8 0.2

=====

Entry 2:
# C35H69Br2N3O21

A molecular structure, C35H69Br2N3O21 at a distorted geometry (ωB97M-V with the def2-TZVPD basis set, the OMol25 dataset).

Computed properties:
- E_HOMO: -7.70 eV

CARTESIAN COORDINATES (ANGSTROEM)
C (1.2532, 0.6201, -3.8755)
O (0.6608, 0.8161, -2.5867)
C (-0.3420, 1.8723, -2.5120)
C (-1.8079, 1.4544, -2.1798)
N (-2.7126, 2.4394, -2.8805)
C (-4.1032, 2.0536, -2.6127)
C (-5.0722, 2.8920, -3.4449)
O (-5.1335, 2.3480, -4.7441)
C (-5.4389, 3.1068, -5.9264)
H (2.3009, 0.4057, -3.6647)
H (1.1925, 1.4369, -4.5946)
H (0.8235, -0.3013, -4.2687)
H (-0.3693, 2.4582, -3.4307)
H (-0.0005, 2.5864, -1.7626)
H (-2.0303, 1.4707, -1.1129)
H (-1.9701, 0.4341, -2.5275)
H (-2.5492, 2.5905, -3.8657)
H (-4.3685, 2.2676, -1.5774)
H (-4.2235, 0.9853, -2.7929)
H (-4.6055, 3.8762, -3.4047)
H (-6.0600, 2.9714, -2.9910)
H (-5.0925, 2.7018, -6.8772)
H (-5.0221, 4.1074, -5.8111)
H (-6.4978, 3.1645, -6.1784)
C (-4.0750, -1.0514, -2.7475)
O (-3.6106, -1.9647, -1.8409)
C (-3.3886, -1.3512, -0.5181)
C (-2.8595, -2.3501, 0.5386)
N (-2.9203, -1.7813, 1.9497)
C (-1.8550, -2.4136, 2.7434)
C (-1.5035, -1.6457, 4.0008)
O (-1.0422, -0.2774, 3.7434)
C (0.2593, -0.2046, 3.2489)
H (-5.0845, -0.6823, -2.5665)
H (-4.0939, -1.5462, -3.7186)
H (-3.4182, -0.1824, -2.7854)
H (-4.2945, -0.7909, -0.2867)
H (-2.6297, -0.5689, -0.5296)
H (-1.8386, -2.6409, 0.2911)
H (-3.4826, -3.2399, 0.4485)
H (-2.6734, -0.8021, 1.9349)
H (-0.9424, -2.6081, 2.1801)
H (-2.1751, -3.4338, 2.9554)
H (-0.8018, -2.1279, 4.6814)
H (-2.4299, -1.4935, 4.5545)
H (0.4306, -0.6917, 2.2890)
H (1.0259, -0.5431, 3.9458)
H (0.5568, 0.8395, 3.1513)
C (3.4644, 3.2172, 7.9120)
O (3.1284, 3.4269, 6.4960)
C (3.7772, 2.7168, 5.5083)
C (3.1570, 2.7336, 4.1100)
N (1.8693, 1.9595, 4.0744)
C (1.1267, 2.0844, 2.8146)
C (1.7920, 1.4491, 1.6171)
O (0.8108, 1.2280, 0.6072)
C (0.5258, 2.2852, -0.3876)
H (4.5275, 3.4037, 8.0642)
H (3.2835, 2.1950, 8.2444)
H (2.8276, 3.9045, 8.4690)
H (3.9847, 1.6925, 5.8179)
H (4.7843, 3.1276, 5.4363)
H (3.9153, 2.3539, 3.4252)
H (2.9721, 3.7864, 3.8970)
H (2.0251, 0.9835, 4.2821)
H (0.9232, 3.1476, 2.6866)
H (0.1063, 1.7139, 2.9135)
H (2.1121, 0.4276, 1.8228)
H (2.6722, 2.0311, 1.3440)
H (-0.1163, 1.9009, -1.1801)
H (1.4233, 2.5895, -0.9261)
H (-0.0161, 3.1316, 0.0344)
Br (4.8859, -4.1287, 3.0196)
C (2.9465, -4.2102, 3.4528)
C (2.0160, -3.6184, 2.2938)
Br (0.2971, -2.9918, 3.0607)
H (2.7452, -3.6398, 4.3596)
H (2.6450, -5.2157, 3.7462)
H (1.7748, -4.3057, 1.4830)
H (2.4362, -2.6837, 1.9224)
C (3.6568, 0.1173, -1.6830)
C (3.6354, 1.0844, -0.5240)
O (2.9111, 2.1658, -0.9704)
C (2.5966, 1.9885, -2.2239)
O (1.8685, 2.7565, -2.8928)
O (3.1320, 0.9126, -2.7473)
H (2.9132, -0.6756, -1.6024)
H (4.6002, -0.2845, -2.0526)
H (4.6148, 1.4586, -0.2260)
H (3.1326, 0.6685, 0.3491)
C (-2.8161, 1.5285, 2.5968)
C (-1.4562, 2.0146, 1.9408)
O (-1.7547, 2.0623, 0.6199)
C (-2.8791, 1.4087, 0.3472)
O (-3.3587, 1.1651, -0.7926)
O (-3.4056, 0.8961, 1.4664)
H (-3.4006, 2.3602, 2.9901)
H (-2.5696, 0.8192, 3.3869)
H (-0.5760, 1.3810, 2.0493)
H (-1.1381, 3.0147, 2.2352)
C (1.2653, -0.1565, -0.4568)
C (-0.2544, -0.1364, -0.2016)
O (-0.5696, -1.4616, 0.0850)
C (0.5519, -2.1424, 0.4410)
O (0.5861, -3.3378, 0.7823)
O (1.6236, -1.3055, 0.2850)
H (1.8087, 0.7464, -0.1787)
H (1.4975, -0.3464, -1.5048)
H (-0.8327, 0.2349, -1.0477)
H (-0.4278, 0.4632, 0.6920)
C (2.1441, -1.2034, -3.9704)
C (3.3314, -0.4063, -4.6225)
O (4.4316, -1.1731, -4.2207)
C (4.0314, -2.4764, -4.0692)
O (4.7169, -3.4396, -3.7855)
O (2.6636, -2.5085, -4.0783)
H (1.2068, -1.0423, -4.5030)
H (1.8754, -0.9881, -2.9362)
H (3.4881, 0.6359, -4.3447)
H (3.2361, -0.3379, -5.7062)
C (-0.2556, -4.0125, -1.2521)
C (-0.6375, -4.9455, -0.1827)
O (-1.3782, -5.9547, -0.8181)
C (-1.3122, -5.7238, -2.1519)
O (-1.7889, -6.3870, -3.0693)
O (-0.4371, -4.7492, -2.3489)
H (0.7508, -3.5993, -1.1845)
H (-0.9683, -3.1928, -1.1611)
H (-1.1870, -4.4681, 0.6287)
H (0.3260, -5.3296, 0.1521)

Atoms 1-2, force components in eV/Å:
C -4.9 3.3 -1.2
O -2.6 1.6 -1.2

=====

Entry 3:
# C35H69N8O29P

12 unconnected molecules or ions with the total composition C35H69N8O29P at a distorted geometry (ωB97M-V with the def2-TZVPD basis set, the OMol25 dataset).

Computed properties:
- E_HOMO: -8.57 eV
- SMILES: CN(C)P(=O)(N(C)C)N(C)C.C[C@H]1COC(=O)O1.C[C@H]1COC(=O)O1.C[C@H]1COC(=O)O1.C[C@H]1COC(=O)O1.C[C@H]1COC(=O)O1.C[C@H]1COC(=O)O1.C[N+](=O)[O-].C[N+](=O)[O-].C[N+](=O)[O-].C[N+](=O)[O-].C[N+](=O)[O-]
- Energy relative to the best compared isomer or geometry (same formula, charge and spin): 0.390 eV

CARTESIAN COORDINATES (ANGSTROEM)
C (0.2463, -3.0218, 0.2123)
N (-0.1241, -4.4694, 0.1986)
C (-1.0011, -4.7980, -0.9735)
P (-0.0370, -5.3907, 1.6034)
O (0.9833, -4.8303, 2.5567)
N (-1.6753, -5.5164, 2.1970)
C (-2.3981, -4.5179, 3.0203)
C (-2.6581, -6.4507, 1.6832)
N (0.4625, -6.9512, 0.9687)
C (1.7617, -6.9690, 0.2377)
C (0.1788, -8.1256, 1.7748)
H (-0.6217, -2.5368, 0.6591)
H (0.4255, -2.6854, -0.8089)
H (1.1417, -2.7291, 0.7606)
H (-1.7034, -5.5837, -0.6950)
H (-0.3470, -5.2466, -1.7211)
H (-1.5016, -3.8720, -1.2566)
H (-3.2521, -4.9220, 3.5640)
H (-1.7478, -4.0114, 3.7335)
H (-2.7951, -3.7505, 2.3557)
H (-2.8211, -7.2205, 2.4376)
H (-3.5189, -5.8816, 1.3322)
H (-2.2783, -7.0056, 0.8254)
H (1.6852, -6.7443, -0.8261)
H (2.5052, -6.2975, 0.6670)
H (2.1091, -8.0006, 0.1802)
H (-0.8616, -8.1458, 2.0991)
H (0.7018, -8.1401, 2.7311)
H (0.4527, -9.0661, 1.2967)
C (-3.9596, -1.9447, 0.2054)
C (-4.4463, -0.6542, -0.4957)
C (-3.3667, 0.3955, -0.7045)
O (-3.3124, 0.6559, -2.0611)
C (-4.1335, -0.1445, -2.7120)
O (-4.3211, -0.1992, -3.9329)
O (-4.7152, -0.9605, -1.8558)
H (-4.7144, -2.6549, 0.5432)
H (-3.5014, -1.6296, 1.1429)
H (-3.2200, -2.5447, -0.3248)
H (-5.2878, -0.1384, -0.0330)
H (-2.4605, 0.0455, -0.2100)
H (-3.7713, 1.1772, -0.0615)
C (-1.7133, -0.7958, 4.5213)
C (-1.0481, 0.5566, 4.2631)
C (-1.7393, 1.8092, 4.7588)
O (-0.7512, 2.4952, 5.4781)
C (0.3159, 1.7907, 5.5698)
O (1.3890, 2.0403, 6.1790)
O (0.1477, 0.6627, 4.9331)
H (-2.5522, -0.8646, 3.8288)
H (-2.0444, -0.8703, 5.5571)
H (-0.9443, -1.5433, 4.3265)
H (-0.6984, 0.6781, 3.2378)
H (-2.6510, 1.6492, 5.3344)
H (-2.1137, 2.3059, 3.8637)
C (3.7241, 4.8751, -1.1860)
C (4.9969, 4.0656, -1.4626)
C (6.1376, 4.1635, -0.5424)
O (6.5512, 2.8667, -0.2800)
C (5.6697, 2.0140, -0.7850)
O (5.8280, 0.7773, -0.8510)
O (4.6490, 2.6789, -1.3298)
H (3.5242, 4.8742, -0.1145)
H (2.8406, 4.6051, -1.7645)
H (3.9639, 5.9012, -1.4649)
H (5.3334, 4.1526, -2.4957)
H (5.8261, 4.6599, 0.3767)
H (6.8568, 4.7391, -1.1251)
C (-2.1654, 4.0233, -6.8325)
C (-2.3877, 3.5547, -5.3538)
C (-1.9898, 2.1419, -5.0244)
O (-1.3793, 2.1881, -3.7667)
C (-0.8856, 3.4525, -3.6215)
O (-0.0044, 3.7974, -2.8506)
O (-1.4383, 4.2724, -4.5716)
H (-2.4607, 5.0716, -6.8755)
H (-2.8370, 3.5511, -7.5495)
H (-1.1147, 3.9961, -7.1211)
H (-3.3937, 3.7655, -4.9909)
H (-1.4204, 1.5343, -5.7277)
H (-2.9521, 1.6451, -4.9011)
C (3.6286, -1.3890, -1.6460)
C (4.7964, -2.2856, -1.4156)
C (4.4084, -3.4538, -0.4669)
O (4.9146, -4.5038, -1.1192)
C (5.4034, -4.2228, -2.3021)
O (5.9431, -5.0265, -3.0417)
O (5.2023, -2.9372, -2.6120)
H (3.8712, -0.7076, -2.4614)
H (3.4405, -0.7404, -0.7904)
H (2.7158, -1.9698, -1.7785)
H (5.6442, -1.7241, -1.0232)
H (3.3455, -3.6754, -0.3709)
H (4.8573, -3.2679, 0.5089)
C (-4.3433, 5.4496, -2.5512)
C (-3.8382, 4.2572, -1.7765)
C (-2.8781, 4.6460, -0.6522)
O (-3.4903, 4.2649, 0.5724)
C (-4.6932, 3.9223, 0.3938)
O (-5.5413, 3.5851, 1.2226)
O (-4.9388, 3.8909, -0.9587)
H (-4.7627, 6.1574, -1.8362)
H (-5.1416, 5.1142, -3.2133)
H (-3.5139, 5.8650, -3.1237)
H (-3.4004, 3.3685, -2.2311)
H (-2.6641, 5.7109, -0.7433)
H (-1.9794, 4.0353, -0.7390)
C (-1.2055, 4.8720, 2.9040)
N (-1.0481, 5.7341, 1.7078)
O (-0.1281, 5.5162, 0.9300)
O (-1.8406, 6.6939, 1.5599)
H (-2.2179, 5.0642, 3.2593)
H (-0.3623, 5.1459, 3.5381)
H (-1.0584, 3.8389, 2.5890)
C (0.7766, 1.7066, -0.5299)
N (0.0439, 1.2714, 0.6706)
O (0.3872, 0.1702, 1.1556)
O (-0.9471, 1.9106, 0.9981)
H (1.7504, 1.2235, -0.6096)
H (0.8842, 2.7904, -0.5723)
H (0.1862, 1.3705, -1.3824)
C (-0.8970, -1.8056, -4.6175)
N (-0.2569, -1.2708, -3.3299)
O (0.8517, -0.6675, -3.3293)
O (-0.8978, -1.4149, -2.3076)
H (-1.5224, -0.9666, -4.9227)
H (-1.5248, -2.6934, -4.5411)
H (-0.1185, -1.9931, -5.3570)
C (3.7086, 2.4086, 3.5264)
N (2.6169, 3.3409, 3.0141)
O (2.8137, 4.5783, 2.9264)
O (1.6245, 2.8554, 2.4815)
H (4.1455, 1.8344, 2.7093)
H (3.3466, 1.7358, 4.3038)
H (4.5302, 3.0096, 3.9160)
C (2.3543, -1.7423, 3.7183)
N (3.6120, -1.8277, 2.9419)
O (3.7484, -0.9098, 2.1211)
O (4.3013, -2.8724, 3.0122)
H (1.5165, -1.6472, 3.0275)
H (2.3510, -0.8235, 4.3046)
H (2.3191, -2.6040, 4.3848)

Atoms 1-2, force components in eV/Å:
C -0.5 -0.8 0.2
N 0.7 0.3 -0.2

=====

| no. | calculated total energy (eV) |
| --- | --- |
| 1 | -132397.8415 |
| 2 | -224918.3295 |
| 3 | -117987.2170 |